A molecular structure, C32H36CrN5O3Si in a non-equilibrium geometry. Source: the Open Molecules 2025 dataset; level of theory: the ωB97M-V functional and the def2-TZVPD basis.

Structure (ORCA input):
```
! RIJCOSX wB97M-V def2-TZVPD def2/J DEFGRID3
* xyz 0 4
Cr -0.354 0.349 0.135
C 3.100 1.199 2.435
C 1.716 1.394 1.863
O 1.297 0.486 1.065
C 0.956 2.466 2.289
C -0.431 2.623 2.041
C -1.136 3.822 2.605
N -1.116 1.735 1.364
N -2.475 1.923 1.251
C -2.981 1.140 0.345
O -2.259 0.293 -0.327
C -4.425 1.218 0.043
C -4.972 0.323 -0.876
C -6.312 0.403 -1.222
C -7.118 1.378 -0.653
C -6.579 2.267 0.267
C -5.241 2.191 0.613
H 3.652 0.479 1.833
H 3.024 0.808 3.452
H 3.645 2.142 2.479
H 1.439 3.202 2.918
H -0.566 4.267 3.418
H -2.130 3.542 2.945
H -1.261 4.564 1.812
H -4.329 -0.423 -1.324
H -6.727 -0.293 -1.940
H -8.163 1.448 -0.930
H -7.208 3.030 0.710
H -4.808 2.894 1.312
C -0.322 -0.528 3.581
C -1.151 -1.358 2.653
C -2.153 -2.168 3.178
C -2.942 -2.914 2.325
C -2.643 -2.912 0.976
C -1.602 -2.121 0.515
N -0.921 -1.294 1.336
C -1.156 -2.131 -0.891
C -1.673 -3.042 -1.796
C -1.213 -3.031 -3.097
C -0.204 -2.153 -3.429
C 0.313 -1.282 -2.473
N -0.205 -1.230 -1.227
C 1.477 -0.427 -2.820
C 1.977 -0.354 -4.121
C 3.060 0.469 -4.373
C 3.584 1.222 -3.340
C 3.034 1.085 -2.067
C 3.519 1.922 -0.923
N 2.036 0.245 -1.823
H -0.347 -0.945 4.586
H -0.709 0.490 3.617
H 0.705 -0.489 3.233
H -2.318 -2.177 4.246
H -3.769 -3.498 2.706
H -3.236 -3.496 0.289
H -2.429 -3.750 -1.493
H -1.617 -3.713 -3.832
H 0.193 -2.166 -4.431
H 1.544 -0.913 -4.936
H 3.472 0.535 -5.372
H 4.402 1.910 -3.508
H 4.131 2.748 -1.281
H 4.105 1.321 -0.225
H 2.646 2.304 -0.395
C -2.310 3.848 -1.585
Si -0.968 2.665 -2.234
C 0.298 3.726 -3.169
C -1.833 1.508 -3.470
O -0.212 1.847 -1.094
H -2.446 4.692 -2.266
H -2.057 4.240 -0.598
H -3.269 3.334 -1.492
H -0.209 4.376 -3.887
H 1.008 3.104 -3.719
H 0.868 4.358 -2.483
H -2.385 2.059 -4.235
H -2.541 0.878 -2.926
H -1.121 0.848 -3.975
*
```

Values from the calculation:
gap between HOMO and LUMO (spin up / spin down): 6.26 / 6.19 eV
relative energy (zero: lowest compared OMol25 entry of this formula, charge and spin): 0.00 kcal per mole
HOMO level (spin up / spin down): -6.79 / -6.89 eV
LUMO (spin up / spin down): -0.019 / -0.026 hartree